75
Properties=species:S:1:pos:R:3:lowdin_charge:R:1 method="wB97M-V/def2-TZVPD" orbital_gap_ev="2.8 / 3.3" homo_energy_ev="-12.9544 / -12.9548" e_lumo_ev="-10.2 / -9.6" total_charge=+2 multiplicity=2
V -0.36 -0.47 1.99 1.1528
C -1.89 -1.06 3.44 -0.2203
C -1.49 -2.16 2.60 -0.2394
C 0.38 -1.46 3.80 -0.2051
C -0.73 -0.63 4.18 -0.1887
C -0.09 -2.41 2.83 -0.2389
C -3.28 -0.57 3.65 0.0152
H -3.88 -0.68 2.74 0.0928
H -3.29 0.48 3.95 0.0995
H -3.77 -1.15 4.45 0.1324
C -0.71 0.40 5.25 0.0484
H -1.58 1.07 5.17 0.1039
H 0.19 1.02 5.15 0.0772
H -0.72 -0.05 6.25 0.1381
C 1.73 -1.42 4.41 0.0402
H 1.75 -1.91 5.40 0.1363
H 2.04 -0.37 4.54 0.0824
H 2.46 -1.91 3.76 0.1057
C 0.72 -3.52 2.25 0.0210
H 0.71 -4.40 2.91 0.1303
H 1.77 -3.21 2.13 0.1019
H 0.34 -3.82 1.28 0.0898
C -2.41 -2.99 1.77 0.0343
H -2.68 -3.91 2.31 0.1354
H -1.94 -3.29 0.83 0.0964
H -3.33 -2.45 1.54 0.0910
C -0.79 1.65 1.00 -0.0797
C -1.95 0.88 0.98 -0.1253
C -2.44 0.03 -0.16 -0.1425
C -1.37 -0.72 -0.96 -0.1655
C -0.22 -1.27 -0.16 -0.1244
C 0.97 -0.57 0.09 -0.0760
C 1.25 0.83 -0.38 -0.1254
C 0.13 1.86 -0.17 -0.1414
H -2.99 0.66 -0.88 0.1594
H -1.00 -0.08 -1.78 0.0442
H -3.18 -0.69 0.23 0.1091
H -0.45 1.98 -1.09 0.1181
H -0.73 2.44 1.76 0.1371
H -2.72 1.12 1.72 0.1254
H 0.63 2.82 0.03 0.1246
H 2.14 1.18 0.17 0.1212
H 1.87 -1.15 0.31 0.1507
H 1.52 0.88 -1.44 0.1443
H -1.88 -1.56 -1.46 0.1447
H -0.17 -2.37 -0.17 0.1197
P -0.52 1.07 -4.23 0.7839
C -0.60 2.91 -4.39 -0.3179
C -1.80 0.70 -5.50 -0.3040
P 1.78 -0.74 -4.99 0.7518
C 0.94 0.88 -5.36 -0.6108
C 1.22 -1.65 -6.50 -0.3237
C 3.42 -0.28 -5.70 -0.3283
H 0.27 3.36 -3.89 0.0333
H -1.51 3.27 -3.89 0.0333
H -0.61 3.19 -5.45 0.0510
H -1.66 1.35 -6.38 0.0501
H -2.79 0.89 -5.07 0.0341
H -1.76 -0.35 -5.80 0.0306
H 3.31 0.07 -6.74 0.0483
H 4.06 -1.17 -5.67 0.0379
H 3.87 0.51 -5.09 0.0318
H 1.65 1.70 -5.18 0.0497
H 0.60 0.88 -6.41 0.0565
H 1.78 -2.59 -6.55 0.0395
H 1.43 -1.06 -7.41 0.0464
H 0.16 -1.89 -6.45 0.0237
F 2.78 2.13 5.48 0.1120
C 2.29 3.07 4.62 -0.5847
F 1.01 3.35 4.99 0.1049
F 3.02 4.20 4.74 0.1513
S 2.29 2.39 2.88 0.5393
O 1.63 3.41 2.08 -0.2781
O 3.68 2.13 2.60 -0.2491
O 1.46 1.18 3.06 -0.3639

---

102
Properties=species:S:1:pos:R:3:lowdin_charge:R:1 method="wB97M-V/def2-TZVPD" orbital_gap_ev="5.2 / 7.8" homo_energy_ev="-5.2493 / -7.9671" e_lumo_ev="0.0 / -0.2" total_charge=0 multiplicity=6
Mn -0.72 0.01 1.16 0.7172
C 1.07 0.84 4.89 -0.5098
C 1.57 2.22 4.50 -0.5094
S 0.71 2.92 3.07 0.8994
C 2.09 3.47 2.04 -0.5210
C 3.10 2.40 1.62 -0.4933
S 2.33 0.96 0.82 0.8921
C 3.12 -0.40 1.68 -0.5089
C 2.85 -0.51 3.18 -0.4908
S 1.10 -0.46 3.63 0.8699
H 0.02 0.88 5.19 0.0612
H 1.63 0.47 5.74 0.0806
H 2.64 2.21 4.30 0.0599
H 1.41 2.89 5.35 0.0761
H 2.61 4.28 2.55 0.0787
H 1.59 3.89 1.17 0.0647
H 3.69 2.06 2.47 0.0616
H 3.79 2.85 0.91 0.0763
H 4.20 -0.36 1.51 0.0848
H 2.74 -1.28 1.16 0.0597
H 3.35 0.30 3.73 0.0622
H 3.26 -1.45 3.55 0.0771
S -4.68 6.31 2.41 0.9811
N -4.57 4.95 3.28 -0.2198
C -3.73 4.17 2.65 -0.2971
C -3.31 2.84 3.09 -0.1038
C -3.69 2.29 4.28 -0.0104
C -3.18 1.02 4.65 -0.0621
C -2.34 0.38 3.78 -0.2046
N -1.95 0.88 2.59 -0.0245
C -2.42 2.14 2.23 -0.1930
C -1.93 2.70 1.04 -0.2023
N -1.06 1.93 0.31 0.0186
C -0.46 2.47 -0.76 -0.1407
C -0.67 3.76 -1.18 -0.0583
C -1.60 4.55 -0.47 -0.0037
C -2.23 4.03 0.63 -0.1029
C -3.20 4.76 1.45 -0.3006
N -3.66 5.96 1.20 -0.2201
H -4.36 2.84 4.93 0.1134
H -3.44 0.55 5.59 0.1010
H -1.94 -0.59 4.04 0.0605
H 0.21 1.80 -1.31 0.0781
H -0.15 4.14 -2.05 0.0905
H -1.83 5.57 -0.77 0.1163
C -3.54 -1.93 1.68 -0.2195
Si -1.68 -2.20 1.68 0.5020
C -1.26 -2.98 3.35 -0.2457
C -1.38 -3.64 0.53 -0.2061
H -4.03 -2.91 1.65 0.0317
H -3.88 -1.35 0.81 0.0210
H -3.88 -1.40 2.58 0.0166
H -1.93 -3.85 3.44 0.0418
H -1.39 -2.36 4.23 -0.0001
H -0.23 -3.34 3.35 0.0193
H -2.30 -4.23 0.49 0.0365
H -0.58 -4.27 0.93 0.0287
H -1.12 -3.33 -0.48 -0.0035
C 4.07 -2.97 -1.93 -0.0293
C 2.57 -3.16 -2.02 -0.6353
C 2.19 -3.78 -3.36 -0.0219
C 2.08 -4.05 -0.88 -0.0213
O 2.02 -1.84 -1.92 -0.1055
Si 0.54 -1.12 -1.82 0.0143
O 0.19 -0.71 -0.31 -0.3996
O 0.66 0.23 -2.75 -0.1295
C 1.67 0.82 -3.58 -0.6276
C 2.15 -0.17 -4.63 -0.0154
C 1.00 2.01 -4.25 -0.0168
C 2.84 1.28 -2.72 -0.0369
O -0.59 -2.08 -2.52 -0.1142
C -1.86 -1.72 -3.10 -0.6261
C -2.75 -2.95 -3.04 -0.0279
C -1.62 -1.32 -4.55 -0.0218
C -2.51 -0.57 -2.34 -0.0199
H 4.59 -3.92 -2.05 0.0889
H 4.34 -2.54 -0.96 0.0838
H 4.41 -2.28 -2.71 0.0842
H 2.56 -4.81 -3.41 0.0920
H 2.64 -3.22 -4.18 0.0788
H 1.11 -3.79 -3.48 0.0803
H 2.75 -4.90 -0.74 0.0901
H 1.08 -4.42 -1.08 0.0795
H 2.06 -3.47 0.05 0.0828
H 1.30 -0.58 -5.18 0.0845
H 2.69 -1.00 -4.17 0.0623
H 2.81 0.33 -5.34 0.0924
H 0.27 1.67 -4.99 0.0865
H 1.74 2.63 -4.76 0.0916
H 0.48 2.62 -3.51 0.0602
H 3.23 0.45 -2.13 0.0680
H 2.53 2.07 -2.03 0.0690
H 3.64 1.67 -3.36 0.0908
H -2.21 -3.81 -3.45 0.0909
H -3.66 -2.79 -3.63 0.0888
H -3.03 -3.18 -2.02 0.0758
H -1.20 -2.16 -5.11 0.0931
H -0.92 -0.48 -4.60 0.0600
H -2.56 -1.01 -5.03 0.0914
H -2.52 -0.79 -1.27 0.0630
H -3.55 -0.44 -2.67 0.0959
H -1.97 0.37 -2.49 0.0835

---

12
Properties=species:S:1:pos:R:3:lowdin_charge:R:1 method="wB97M-V/def2-TZVPD" orbital_gap_ev="10.8 / 5.6" homo_energy_ev="-16.0428 / -15.7078" e_lumo_ev="-5.2 / -10.1" total_charge=+1 multiplicity=2
C 1.63 0.58 0.50 -0.1736
N 0.76 0.69 -0.59 0.2018
C -0.64 0.60 -0.31 -0.0532
C -1.09 -0.84 -0.03 -0.4712
O -1.97 -1.27 -0.99 0.1505
O -0.70 -1.48 0.88 0.2013
O 2.28 1.53 0.83 0.2759
H 1.57 -0.29 1.19 0.1863
H 0.98 1.55 -1.10 0.1855
H -1.16 0.94 -1.22 0.1493
H -1.10 1.18 0.58 0.2201
H -2.03 -0.78 -1.82 0.1274